(1)
Density functional theory data (wB97M-V/def2-TZVPD) for a 3-piece molecular cluster, C33H64BrFIN3O9PS2 overall at a distorted geometry.

Total charge = +1
Kohn-Sham gap = 8.377 eV
Calculated total energy = -169969.2148 eV

XYZ file:
```
115
Properties=species:S:1:pos:R:3:lowdin_charge:R:1
C 3.83 -2.82 4.03 -0.105
O 3.35 -4.05 3.56 -0.196
C 2.83 -3.96 2.25 -0.228
C 1.32 -3.68 2.24 -0.163
C 0.57 -4.55 1.22 -0.215
C 0.43 -3.91 -0.18 -0.189
C -0.83 -3.03 -0.30 -0.211
C -1.26 -3.00 -1.78 -0.196
C -2.70 -2.51 -2.00 -0.192
C -3.14 -1.27 -1.21 -0.176
C -2.63 0.06 -1.87 -0.170
C -1.99 1.11 -0.97 -0.282
C -1.49 2.31 -1.78 -0.632
I -2.99 3.10 -3.16 0.971
N -0.87 3.32 -0.99 -0.090
C -1.59 3.69 0.21 -0.451
P -0.59 4.91 1.27 0.631
O -0.72 6.34 0.46 -0.334
Br -1.88 5.21 3.11 0.384
C -2.07 2.52 1.06 -0.280
C -1.00 1.95 2.00 -0.148
C 0.37 1.83 1.31 -0.269
C 1.54 1.90 2.33 -0.393
S 2.13 3.64 2.41 0.876
C 2.66 4.10 0.80 -1.142
S 2.83 5.69 0.49 0.739
N 2.90 3.14 -0.21 -0.221
C 2.25 3.46 -1.46 -0.195
C 2.34 2.21 -2.39 -0.177
O 3.09 1.23 -1.70 -0.136
C 4.38 1.76 -1.51 -0.151
C 4.31 2.92 -0.45 -0.125
N -2.77 1.47 0.23 0.017
C -4.17 1.95 -0.01 -0.154
C -5.12 1.45 1.09 -0.120
C -6.45 2.17 0.87 -0.219
F -7.49 1.40 1.26 -0.004
H 3.21 -2.49 4.87 0.088
H 3.80 -2.03 3.29 0.075
H 4.85 -2.94 4.39 0.090
H 3.35 -3.22 1.64 0.114
H 3.04 -4.92 1.78 0.120
H 1.18 -2.64 1.94 0.098
H 0.94 -3.87 3.24 0.110
H 1.18 -5.44 1.08 0.090
H -0.39 -4.86 1.61 0.107
H 1.32 -3.35 -0.43 0.117
H 0.28 -4.73 -0.87 0.104
H -0.61 -2.03 0.07 0.092
H -1.62 -3.44 0.33 0.114
H -1.22 -4.03 -2.11 0.107
H -0.51 -2.47 -2.36 0.115
H -3.40 -3.32 -1.87 0.114
H -2.79 -2.20 -3.04 0.112
H -2.95 -1.36 -0.14 0.095
H -4.23 -1.24 -1.32 0.108
H -3.48 0.46 -2.40 0.048
H -1.89 -0.23 -2.60 0.125
H -1.08 0.65 -0.59 0.149
H -0.72 1.90 -2.41 0.075
H -0.62 4.12 -1.54 0.099
H -2.48 4.27 -0.10 0.105
H -1.53 6.78 0.75 0.040
H -2.85 2.91 1.70 0.101
H -0.90 2.50 2.92 0.083
H -1.30 0.94 2.31 0.130
H 0.57 2.63 0.61 0.032
H 0.50 0.88 0.80 0.108
H 1.29 1.55 3.32 0.082
H 2.36 1.33 1.91 0.065
H 2.72 4.28 -2.00 0.113
H 1.20 3.72 -1.33 0.064
H 1.36 1.81 -2.62 0.099
H 2.86 2.43 -3.32 0.112
H 5.00 0.95 -1.13 0.123
H 4.77 2.13 -2.45 0.122
H 4.80 3.81 -0.84 0.119
H 4.80 2.55 0.43 0.120
H -2.85 0.65 0.83 0.166
H -4.23 3.03 0.02 0.117
H -4.59 1.65 -0.95 0.097
H -4.74 1.67 2.08 0.122
H -5.26 0.37 1.01 0.125
H -6.54 2.46 -0.18 0.125
H -6.50 3.09 1.44 0.131
C 0.89 -6.87 3.95 -0.051
C 2.14 -6.87 4.80 -0.199
O 1.86 -7.30 6.14 0.043
C 1.71 -8.61 6.30 -0.624
O 1.81 -9.44 5.43 0.129
O 1.42 -8.85 7.57 0.009
C 1.16 -10.22 7.87 -0.037
H 0.11 -6.28 4.43 0.088
H 1.10 -6.45 2.97 0.050
H 0.51 -7.88 3.82 0.081
H 2.53 -5.86 4.89 0.104
H 2.93 -7.48 4.36 0.130
H 1.96 -10.86 7.52 0.096
H 0.21 -10.52 7.41 0.098
H 1.07 -10.31 8.94 0.093
C -0.81 5.95 -8.92 -0.063
C 0.51 6.35 -8.29 -0.200
O 0.48 6.20 -6.86 0.048
C 0.62 4.97 -6.42 -0.615
O 0.78 3.98 -7.08 0.139
O 0.54 5.00 -5.08 0.019
C 0.59 3.71 -4.48 -0.069
H -1.63 6.49 -8.45 0.082
H -0.80 6.16 -9.99 0.084
H -1.00 4.88 -8.78 0.074
H 0.70 7.41 -8.48 0.124
H 1.34 5.80 -8.71 0.126
H 1.47 3.15 -4.81 0.097
H -0.32 3.16 -4.70 0.059
H 0.66 3.86 -3.40 0.060
```

(2)
Density functional theory data (wB97M-V/def2-TZVPD) for C33H64ClIN2O3Si2 as an isolated structure at a distorted geometry.

Kohn-Sham gap = 8.623 eV
Calculated total energy = -80755.7776 eV
Energy above the lowest of the compared OMol25 structures with the same formula, charge and spin = 143.3 kcal per mole

XYZ file:
```
106
Properties=species:S:1:pos:R:3:lowdin_charge:R:1
C 8.02 -2.99 -1.26 -0.139
C 6.77 -2.63 -2.20 -0.234
C 5.69 -1.64 -1.52 -0.290
N 4.78 -2.46 -0.66 -0.096
Si 3.65 -1.42 0.30 0.405
C 3.43 0.24 -0.59 -0.248
O 2.51 1.20 0.02 -0.225
C 2.94 2.55 -0.22 -0.142
C 4.01 3.26 0.67 0.021
C 4.49 4.72 0.51 -0.218
C 5.55 5.39 1.49 -0.094
C 3.90 5.58 -0.65 -0.037
C 2.85 4.90 -1.56 -0.022
C 2.37 3.42 -1.40 -0.074
C 1.31 2.87 -2.46 -0.354
C 2.02 1.91 -3.57 -0.074
C -0.03 2.24 -1.83 -0.094
O 2.26 -2.36 0.65 -0.303
Si 0.83 -1.98 -0.22 0.219
Cl 1.07 -1.68 -2.31 0.378
C -0.05 -0.57 0.71 -0.249
C -1.58 -0.81 1.10 -0.221
C -2.60 -0.35 -0.09 -0.209
N -3.92 -0.10 0.61 -0.007
C -0.28 -3.57 -0.08 -0.265
C -1.43 -3.66 -1.21 -0.270
C -2.92 -3.94 -0.60 -0.199
C -4.09 -3.55 -1.68 -0.204
C -5.38 -2.86 -1.02 -0.207
C -5.91 -1.73 -2.04 -0.213
C -6.70 -0.51 -1.36 -0.222
C -7.72 -0.93 -0.19 -0.211
C -7.21 -0.58 1.30 -0.230
C -7.03 0.98 1.59 -0.194
C -6.80 1.16 3.20 -0.162
C -5.32 1.65 3.57 -0.248
O -4.83 2.75 2.77 -0.230
C -3.37 2.81 2.82 -0.117
C 4.56 -1.16 2.00 -0.728
I 3.60 0.36 3.26 0.843
C 6.16 -0.98 1.86 -0.331
C 6.65 0.53 1.58 -0.159
H 8.88 -2.23 -1.38 0.080
H 8.47 -4.00 -1.60 0.077
H 7.77 -3.12 -0.15 0.055
H 6.33 -3.61 -2.57 0.108
H 7.21 -2.08 -3.13 0.110
H 6.26 -0.83 -0.94 0.098
H 5.07 -1.20 -2.38 0.119
H 5.28 -3.06 0.00 0.071
H 3.16 0.17 -1.72 0.068
H 4.47 0.76 -0.59 0.100
H 4.49 2.65 1.53 0.038
H 5.05 5.44 2.53 0.089
H 6.49 4.75 1.49 0.079
H 5.71 6.47 1.14 0.072
H 4.21 6.66 -0.81 0.090
H 2.40 5.54 -2.41 0.095
H 0.96 3.80 -3.07 0.121
H 3.10 2.26 -3.65 0.087
H 1.90 0.82 -3.25 0.016
H 1.45 2.09 -4.56 0.087
H -0.32 2.68 -0.82 0.088
H -0.88 2.47 -2.57 0.091
H 0.09 1.10 -1.83 0.040
H 0.52 -0.43 1.71 0.084
H 0.01 0.44 0.18 0.048
H -1.83 -1.85 1.52 0.092
H -1.81 -0.08 1.97 0.099
H -2.67 -1.11 -0.93 0.096
H -2.27 0.69 -0.47 0.116
H -3.88 0.82 1.10 0.045
H -3.92 -0.80 1.38 0.062
H -0.67 -3.72 0.98 0.084
H 0.46 -4.44 -0.28 0.086
H -1.50 -2.77 -1.91 0.055
H -1.22 -4.58 -1.88 0.117
H -3.13 -3.28 0.32 0.086
H -2.97 -5.03 -0.27 0.110
H -4.43 -4.50 -2.22 0.109
H -3.61 -2.86 -2.45 0.089
H -6.20 -3.68 -0.98 0.111
H -5.25 -2.51 0.06 0.081
H -6.68 -2.26 -2.74 0.114
H -5.09 -1.31 -2.72 0.104
H -7.35 -0.04 -2.20 0.105
H -6.02 0.35 -1.01 0.092
H -8.67 -0.29 -0.35 0.107
H -8.06 -2.02 -0.31 0.109
H -6.28 -1.21 1.51 0.086
H -8.02 -0.96 2.03 0.111
H -6.11 1.38 1.06 0.081
H -7.92 1.62 1.23 0.121
H -6.92 0.12 3.68 0.110
H -7.61 1.87 3.60 0.114
H -5.37 2.04 4.66 0.130
H -4.62 0.74 3.61 0.117
H -2.99 3.44 3.70 0.099
H -2.97 3.33 1.87 0.104
H -2.89 1.77 2.88 0.066
H 4.41 -2.16 2.56 0.064
H 6.63 -1.73 1.12 0.076
H 6.60 -1.26 2.89 0.112
H 7.80 0.49 1.61 0.085
H 6.36 0.91 0.54 0.056
H 6.36 1.26 2.42 0.045
```

(3)
Density functional theory data (wB97M-V/def2-TZVPD) for a 3-piece molecular cluster, C33H64IN3O6P overall at a distorted geometry.

Total charge = -1
Kohn-Sham gap = 7.021 eV
Calculated total energy = -69404.8237 eV

XYZ file:
```
108
Properties=species:S:1:pos:R:3:lowdin_charge:R:1
C -1.48 -1.94 2.26 -0.070
C -2.34 -0.72 2.61 -0.150
C -2.57 0.23 1.43 -0.454
C -3.98 0.83 1.36 -0.118
C -5.15 -0.14 1.54 -0.179
C -5.41 -1.09 0.35 -0.136
C -5.60 -2.56 0.74 -0.124
N -4.74 -3.47 0.01 -0.100
C -5.08 -4.76 -0.32 -0.126
C -4.04 -5.35 -0.95 -0.117
C -2.99 -4.39 -1.03 -0.086
C -3.47 -3.26 -0.42 -0.115
O -2.31 -0.38 0.18 -0.330
P -1.58 0.64 -1.01 0.335
I -0.36 2.16 -2.76 0.224
C -2.45 -0.31 -2.42 -0.353
C -1.68 -1.36 -3.13 -0.362
O -0.49 -1.52 -3.11 -0.014
O -0.94 1.67 0.25 -0.381
C -1.41 1.29 1.51 -0.368
C -1.59 2.43 2.48 -0.142
C -0.42 3.41 2.45 -0.197
C 0.87 2.90 3.09 -0.183
C 1.70 2.03 2.12 -0.197
C 3.22 2.25 2.22 -0.204
C 3.91 1.71 0.96 -0.203
C 5.33 1.17 1.24 -0.211
C 5.98 0.61 -0.03 -0.215
C 5.70 -0.88 -0.30 -0.202
C 4.48 -1.20 -1.15 -0.204
C 4.30 -0.31 -2.38 -0.195
C 3.26 -0.82 -3.33 -0.238
O 3.55 -2.16 -3.72 -0.192
C 2.79 -2.59 -4.84 -0.108
H -0.85 -1.77 1.40 0.074
H -0.85 -2.20 3.12 0.066
H -2.12 -2.80 2.11 0.059
H -1.84 -0.18 3.40 0.100
H -3.27 -1.07 3.04 0.093
H -4.05 1.55 2.18 0.110
H -4.13 1.39 0.44 0.109
H -6.04 0.48 1.64 0.101
H -5.08 -0.66 2.48 0.084
H -6.35 -0.77 -0.10 0.105
H -4.66 -0.99 -0.43 0.080
H -6.62 -2.87 0.49 0.113
H -5.51 -2.71 1.81 0.115
H -6.04 -5.19 -0.07 0.104
H -3.99 -6.35 -1.34 0.080
H -2.02 -4.50 -1.46 0.087
H -2.91 -2.35 -0.30 0.094
H -0.46 -0.22 -0.97 0.026
H -2.69 1.55 -1.07 0.018
H -3.36 -0.79 -2.07 0.057
H -2.75 0.41 -3.18 0.044
H -2.29 -2.06 -3.76 0.106
H -0.59 0.67 1.89 0.125
H -2.50 2.97 2.20 0.110
H -1.73 2.02 3.47 0.115
H -0.20 3.66 1.41 0.107
H -0.74 4.34 2.93 0.100
H 1.49 3.72 3.46 0.094
H 0.60 2.29 3.96 0.105
H 1.51 0.98 2.34 0.109
H 1.40 2.22 1.10 0.103
H 3.44 3.31 2.39 0.104
H 3.60 1.69 3.07 0.091
H 3.33 0.92 0.49 0.106
H 4.03 2.52 0.25 0.117
H 5.94 2.01 1.57 0.099
H 5.30 0.43 2.04 0.104
H 7.06 0.73 0.07 0.097
H 5.68 1.24 -0.86 0.092
H 6.58 -1.37 -0.70 0.101
H 5.53 -1.33 0.68 0.101
H 4.59 -2.22 -1.51 0.105
H 3.56 -1.20 -0.57 0.113
H 3.94 0.66 -2.04 0.108
H 5.25 -0.11 -2.86 0.119
H 2.28 -0.77 -2.87 0.119
H 3.24 -0.15 -4.20 0.121
H 2.01 -1.87 -5.09 0.079
H 2.31 -3.53 -4.60 0.082
H 3.44 -2.69 -5.70 0.076
C 5.45 2.20 5.30 -0.366
O 4.65 1.41 5.75 0.015
N 6.79 2.00 5.25 -0.199
C 7.70 2.98 4.70 -0.066
C 7.31 0.74 5.76 -0.044
H 5.15 3.18 4.88 0.132
H 8.24 2.55 3.85 0.087
H 8.42 3.29 5.46 0.085
H 7.14 3.85 4.36 0.082
H 6.88 -0.10 5.22 0.092
H 7.05 0.63 6.82 0.090
H 8.39 0.73 5.65 0.082
C -5.92 -0.68 -4.57 -0.359
O -6.63 -0.56 -3.59 0.010
N -5.88 0.17 -5.61 -0.200
C -5.00 -0.02 -6.74 -0.061
C -6.76 1.33 -5.58 -0.046
H -5.21 -1.52 -4.68 0.132
H -4.32 0.82 -6.84 0.091
H -5.59 -0.12 -7.66 0.084
H -4.42 -0.93 -6.60 0.082
H -6.54 1.94 -4.70 0.094
H -7.80 1.01 -5.51 0.089
H -6.61 1.92 -6.48 0.082
```

(4)
Density functional theory data (wB97M-V/def2-TZVPD) for a 3-piece molecular cluster, C33H64N10O3P2S2 overall at a distorted geometry.

Kohn-Sham gap = 6.242 eV
Calculated total energy = -96532.4568 eV
SMILES string = CCSCc1ccc2c(c1CCN(CC)C(C)=O)N(N)c1cccc(N)c1S2.CN(C)P(=O)(N(C)C)N(C)C.CN(C)P(=O)(N(C)C)N(C)C

XYZ file:
```
114
Properties=species:S:1:pos:R:3:lowdin_charge:R:1
C 3.04 4.59 -3.19 -0.181
C 3.02 3.49 -4.39 -0.512
S 4.19 2.13 -3.91 0.778
C 3.27 0.55 -3.60 -0.454
C 2.01 0.71 -2.62 -0.157
C 0.61 0.43 -3.29 -0.023
C -0.68 0.56 -2.43 -0.080
C -0.50 1.00 -0.96 -0.389
C 0.83 1.29 -0.24 -0.122
C 2.14 1.12 -1.11 -0.039
C 3.61 1.35 -0.47 -0.139
C 4.23 -0.12 -0.24 -0.162
N 5.24 -0.22 0.85 -0.136
C 4.72 0.18 2.19 -0.226
C 3.59 -0.89 2.62 -0.074
C 6.53 0.42 0.52 -0.376
C 6.80 1.99 0.42 -0.017
O 7.51 -0.36 0.32 0.031
N 1.02 1.73 1.16 -0.168
N 0.76 3.13 1.15 0.048
C 0.02 1.13 2.09 -0.188
C 0.50 0.87 3.55 -0.038
C -0.37 0.28 4.67 -0.068
C -1.83 -0.10 4.34 -0.028
C -2.35 0.16 2.88 -0.224
N -3.77 -0.23 2.62 0.023
C -1.45 0.78 1.77 -0.344
S -2.08 1.14 0.05 0.870
H 2.28 5.43 -3.36 0.073
H 2.87 4.03 -2.21 0.054
H 4.09 5.06 -3.13 0.073
H 1.97 3.15 -4.66 0.081
H 3.51 4.03 -5.29 0.073
H 4.00 -0.27 -3.23 0.080
H 2.89 0.18 -4.63 0.077
H 0.49 0.12 -4.38 0.096
H -1.71 0.35 -2.89 0.098
H 3.43 1.95 0.48 0.088
H 4.25 2.02 -1.16 0.078
H 3.42 -0.93 -0.14 0.134
H 4.79 -0.38 -1.22 0.126
H 5.59 0.04 2.94 0.131
H 4.40 1.27 2.29 0.102
H 2.52 -0.51 2.54 0.047
H 3.70 -1.79 1.91 0.063
H 3.83 -1.29 3.67 0.085
H 7.73 2.19 1.08 0.098
H 5.95 2.63 0.83 0.072
H 7.12 2.23 -0.64 0.094
H 1.47 3.58 1.74 0.093
H -0.20 3.32 1.49 0.088
H 1.58 1.15 3.82 0.090
H 0.11 0.15 5.71 0.096
H -2.48 -0.53 5.17 0.091
H -3.97 -0.94 3.35 0.081
H -3.79 -0.77 1.74 0.084
O 1.98 -4.02 -0.39 -0.255
P 2.35 -5.43 -0.91 0.778
N 1.01 -6.20 -0.25 -0.346
C 0.80 -6.87 1.01 -0.134
C -0.25 -6.01 -0.95 -0.124
N 3.84 -5.49 -0.02 -0.325
C 3.94 -5.95 1.36 -0.136
C 4.64 -4.27 -0.14 -0.149
N 2.79 -7.01 -1.59 -0.347
C 3.22 -8.21 -0.91 -0.132
C 3.57 -6.85 -2.82 -0.162
H 0.29 -7.83 0.85 0.089
H 0.20 -6.27 1.70 0.084
H 1.72 -7.12 1.54 0.045
H -0.38 -6.79 -1.71 0.080
H -0.28 -5.04 -1.46 0.067
H -1.12 -6.04 -0.29 0.081
H 3.21 -5.45 2.00 0.084
H 4.93 -5.75 1.77 0.084
H 3.83 -7.03 1.43 0.057
H 4.31 -3.49 0.56 0.052
H 4.57 -3.86 -1.16 0.071
H 5.70 -4.47 0.04 0.086
H 4.28 -8.17 -0.62 0.085
H 3.09 -9.07 -1.57 0.088
H 2.63 -8.44 -0.03 0.064
H 4.62 -6.61 -2.61 0.075
H 3.15 -6.04 -3.43 0.068
H 3.53 -7.76 -3.44 0.075
O -8.96 3.67 -0.50 -0.255
P -7.62 3.56 0.26 0.777
N -7.78 5.01 1.09 -0.347
C -7.34 6.35 0.79 -0.135
C -8.70 5.01 2.23 -0.125
N -6.67 3.56 -1.19 -0.328
C -6.22 4.76 -1.87 -0.138
C -7.19 2.64 -2.22 -0.160
N -6.10 3.34 1.15 -0.341
C -4.87 4.08 1.05 -0.129
C -5.79 1.91 1.32 -0.172
H -6.88 6.81 1.68 0.089
H -8.17 6.99 0.47 0.084
H -6.59 6.41 0.01 0.045
H -8.16 4.73 3.14 0.080
H -9.51 4.28 2.08 0.067
H -9.18 5.98 2.39 0.081
H -7.04 5.47 -2.02 0.084
H -5.78 4.54 -2.84 0.082
H -5.41 5.25 -1.31 0.058
H -7.99 3.10 -2.81 0.074
H -7.58 1.72 -1.77 0.070
H -6.39 2.34 -2.91 0.078
H -4.27 3.78 0.18 0.072
H -4.26 3.91 1.94 0.089
H -5.02 5.16 1.01 0.064
H -5.36 1.49 0.41 0.063
H -6.71 1.36 1.56 0.070
H -5.10 1.75 2.15 0.049
```